# C43H37BF6N2

2 unconnected molecules or ions with the total composition C43H37BF6N2 (wB97M-V/def2-TZVPD, the Open Molecules 2025 dataset).

The geometry in XYZ format:
```
89
Properties=species:S:1:pos:R:3:forces:R:3
F 0.879399 -1.220758 4.414149 -0.102 0.695 -0.008
F 3.355070 -0.385896 5.322309 0.101 -0.632 -0.651
F 3.124861 -0.377740 -0.654613 0.274 0.717 0.310
F 2.266476 2.764363 2.193756 -0.232 -0.387 0.645
F 3.721071 -2.461216 1.010802 0.089 -0.062 0.721
F 4.526263 1.269884 3.590074 -0.007 -0.027 -0.866
N -7.513367 1.227227 -1.668325 -0.090 -0.026 -0.024
N 1.779125 2.374541 -4.237328 0.186 0.003 -0.166
C 3.673495 0.493047 1.499174 -0.075 0.046 -0.162
C 0.867365 1.707528 -3.475410 -0.289 -0.201 0.031
C -1.063039 0.425614 -1.831076 -0.080 -0.054 -0.452
C -8.646506 0.336596 -1.606139 -0.136 -0.124 -0.054
C 0.333594 0.882488 5.333853 -0.096 0.047 -0.192
C 3.395389 -1.381431 3.107948 -0.157 -0.220 0.156
C -1.840015 -3.886308 0.142941 0.290 -0.254 -0.490
C -5.868335 -0.534743 -1.304744 0.194 0.276 0.014
C 0.402380 2.276721 5.276868 0.286 -0.251 -0.374
C 4.900695 1.192832 -0.501989 0.005 -0.047 -0.065
C -1.300802 0.645992 -3.209968 0.064 0.368 0.172
C 1.723510 0.699768 3.306962 -0.477 0.252 -0.069
C -5.187014 1.726567 -1.928249 0.043 -0.159 0.022
C -7.813646 2.617341 -1.919635 0.150 0.258 -0.104
C 0.464861 -5.250070 -0.649329 -0.246 -0.217 0.121
C 5.798294 1.934709 0.275339 -0.204 -0.129 0.000
C 5.260920 -3.239433 4.210315 -0.200 0.180 -0.122
C -2.096994 -0.182157 -0.988626 1.114 0.157 0.719
C -6.220634 0.800181 -1.652823 0.102 -0.110 0.186
C 0.188753 0.813582 -1.307378 -0.015 0.286 -0.567
C -1.768298 -1.029196 0.086236 -0.640 0.827 0.171
C 4.621590 1.218181 2.223671 0.404 0.267 -0.111
C 3.900119 0.453244 0.131001 0.384 0.112 0.109
C -0.776903 -5.895545 -0.697538 0.235 0.423 0.140
C -1.928209 -5.207730 -0.294199 -0.076 0.519 0.485
C 3.789443 -1.354644 4.450628 0.446 -0.165 0.147
C -3.503705 0.080027 -1.297926 -0.297 0.012 0.122
C 4.008318 -2.382798 2.358441 0.262 -0.227 0.322
C -0.561456 -1.748008 0.216042 -0.423 -0.450 -0.721
C 1.698523 2.096657 3.256710 -0.391 -0.178 0.297
C -0.392225 1.320338 -4.008922 -0.087 -0.055 0.218
C 4.693021 -2.252175 5.012010 -0.098 -0.035 -0.158
C -0.593918 -3.183267 0.107735 -0.597 -1.007 0.944
C 1.373671 3.041703 -5.456856 -0.202 -0.036 -0.094
C 5.684738 1.915281 1.666641 -0.170 -0.075 -0.059
C -4.540679 -0.865220 -1.074489 0.139 0.437 -0.073
C -3.868366 1.358351 -1.784320 0.033 -0.226 0.167
C 0.965196 0.148259 4.341873 0.055 0.356 0.064
C 1.156167 1.386289 -2.125773 -0.312 -0.174 0.268
C 4.930412 -3.295220 2.855516 -0.213 0.011 -0.064
C 3.114654 2.637199 -3.737601 0.240 0.027 0.258
C 1.093527 2.889419 4.227375 -0.168 -0.141 0.017
C 0.564216 -3.932318 -0.212138 0.096 0.575 -0.102
B 2.506637 -0.284026 2.305273 -0.278 -0.141 -0.104
H -0.091881 2.873779 6.037966 0.126 -0.051 -0.122
H -8.890368 2.760847 -1.817615 0.214 0.089 -0.080
H 1.155143 3.968121 4.138232 -0.040 -0.074 0.018
H 6.383717 2.424415 2.331677 -0.210 -0.057 -0.293
H 3.115796 3.301201 -2.856910 0.005 -0.101 -0.235
H -8.885419 -0.093939 -2.590308 0.009 0.003 0.156
H -2.903585 -5.698262 -0.299500 0.350 0.084 0.025
H 0.833756 2.354133 -6.117302 0.236 0.138 -0.031
H -7.303652 3.260151 -1.191641 -0.104 -0.042 -0.095
H -6.649304 -1.280998 -1.175143 0.306 0.150 0.016
H -0.660204 1.545706 -5.044820 0.153 -0.180 0.465
H 2.268807 3.401326 -5.970926 -0.279 -0.077 0.024
H 4.935091 -2.141871 6.066466 -0.001 -0.095 -0.207
H 5.953902 -3.960821 4.635880 -0.071 0.163 -0.095
H 1.630515 -0.830771 1.580379 0.698 0.209 0.252
H -4.292227 -1.872278 -0.724370 -0.068 0.366 -0.248
H 1.358403 -5.796502 -0.944964 -0.145 0.191 0.128
H 1.537241 -3.436219 -0.154190 -0.239 -0.130 -0.066
H -2.584158 -1.243888 0.791732 0.101 -0.613 -0.718
H 6.586840 2.523246 -0.201083 -0.264 -0.280 0.132
H 0.705649 3.896027 -5.258272 0.166 -0.129 -0.021
H -2.740966 -3.368610 0.479950 0.309 -0.211 -0.249
H 2.141834 1.610854 -1.725485 -0.390 0.069 0.083
H 3.620622 1.702976 -3.445459 -0.180 0.261 -0.126
H -2.250212 0.330133 -3.647956 0.308 0.042 0.147
H -7.499116 2.931854 -2.924831 -0.178 0.006 0.104
H 5.361099 -4.026759 2.178549 -0.018 0.048 0.148
H -3.098895 2.098644 -1.996961 -0.119 -0.234 0.134
H 3.695707 3.111916 -4.536443 -0.116 -0.156 0.291
H 4.977482 1.170857 -1.589807 0.071 -0.064 0.289
H 0.355692 0.735001 -0.233888 0.241 -0.046 -0.234
H -8.479900 -0.481434 -0.900767 -0.115 0.186 -0.033
H -9.498612 0.938195 -1.274431 0.056 -0.427 0.012
H 0.408272 -1.260710 0.212617 0.119 -0.142 -0.566
H -0.846822 -6.937572 -1.012217 0.043 0.331 -0.009
H -0.201998 0.365423 6.123099 0.060 0.074 -0.066
H -5.425891 2.741797 -2.239512 0.129 -0.343 0.095
```
Positions in Å, forces in eV/Å.

As for the HOMO energy: -7.39 eV. Its gap between HOMO and LUMO is 0.182 hartree. Its lowest unoccupied orbital energy is -2.4 eV. The energy above the lowest of the compared OMol25 structures with the same formula, charge and spin is 24.9 kcal per mole.